Record 1
A structure of composition C30H23CoN8S3Sb in a non-equilibrium geometry. Source: the Open Molecules 2025 dataset; level of theory: ωB97M-V/def2-TZVPD.

Computed properties:
Kohn-Sham gap (alpha / beta) (eV): 3.85 / 3.86
Lowest unoccupied orbital energy (alpha / beta) (eV): -5.841 / -5.924
F_max (eV Å⁻¹): 3.71
E (Eh): -4412.3011

ORCA input file:
```
! wB97M-V def2-TZVPD RIJCOSX def2/J DEFGRID3
* xyz 1 1
Co 0.18 0.20 0.33
C 3.92 0.58 0.96
C 3.28 -0.43 0.05
C 3.89 -1.65 -0.22
C 3.30 -2.52 -1.12
C 2.14 -2.13 -1.78
C 1.59 -0.90 -1.46
N 2.12 -0.09 -0.54
Sb -0.14 -0.29 -2.62
C 0.02 1.73 -1.94
C 0.04 2.75 -2.86
C 0.09 4.07 -2.41
C 0.09 4.29 -1.06
C 0.06 3.22 -0.16
C 0.01 3.50 1.30
N 0.07 1.95 -0.61
C -1.71 -0.77 -1.18
C -2.54 -1.83 -1.47
C -3.56 -2.14 -0.57
C -3.73 -1.34 0.55
C -2.83 -0.30 0.80
C -3.00 0.61 1.97
N -1.82 -0.06 -0.04
H 4.79 0.16 1.46
H 3.22 0.94 1.71
H 4.25 1.43 0.36
H 4.81 -1.90 0.28
H 3.74 -3.49 -1.31
H 1.67 -2.79 -2.50
H 0.00 2.53 -3.92
H 0.12 4.89 -3.11
H 0.10 5.29 -0.66
H -0.31 4.53 1.47
H 0.98 3.38 1.78
H -0.70 2.84 1.81
H -2.40 -2.43 -2.36
H -4.20 -2.99 -0.74
H -4.53 -1.53 1.25
H -3.52 0.13 2.80
H -3.58 1.48 1.67
H -2.03 0.97 2.32
S -2.34 -2.60 6.03
C -1.24 -1.63 5.32
S -0.98 -1.50 3.60
C 0.11 -0.17 3.84
N 0.31 0.08 5.15
N -0.38 -0.73 5.93
C -0.23 -0.56 7.34
C -0.02 -1.66 8.16
C 0.15 -1.46 9.52
C 0.12 -0.17 10.04
C -0.07 0.92 9.21
C -0.24 0.73 7.85
S 0.89 0.78 2.71
H 0.03 -2.66 7.75
H 0.32 -2.31 10.17
H 0.26 -0.02 11.11
H -0.08 1.92 9.62
H -0.39 1.57 7.18
N 0.20 -1.63 0.88
C 0.13 -2.79 0.83
C 0.04 -4.15 0.77
C -0.93 -4.65 -0.14
N -1.75 -4.94 -0.90
C 0.87 -4.97 1.57
N 1.58 -5.59 2.23
*
```

Here are the Mulliken charges for atoms 1 to 8, given in e:
1. Co -0.81
2. C -1.14
3. C 0.43
4. C -0.63
5. C -0.59
6. C -0.73
7. C 0.65
8. N -0.02



Record 2
An isolated molecule of C4H5FN2S in a non-equilibrium geometry. Source: the Open Molecules 2025 dataset; level of theory: ωB97M-V/def2-TZVPD.

Computed properties:
Kohn-Sham gap (eV): 8.61
Lowest unoccupied orbital energy (eV): 0.217
SMILES string: NN1C=C(F)CC1=S
F_max (eV Å⁻¹): 4.58
E (Eh): -762.8664

ORCA input file:
```
! wB97M-V def2-TZVPD RIJCOSX def2/J DEFGRID3
* xyz 0 1
N 1.74 -1.51 0.30
N 0.85 -0.56 -0.09
C 1.36 0.76 0.07
C 0.34 1.55 0.14
F 0.45 2.89 -0.02
C -1.00 0.97 -0.06
C -0.53 -0.56 -0.15
S -1.69 -1.75 -0.12
H 2.58 -1.31 -0.23
H 1.97 -1.44 1.32
H 2.52 0.81 -0.18
H -1.56 0.97 0.90
H -1.62 1.08 -1.14
*
```

Here are the Mulliken charges for atoms 1 to 8, given in e:
1. N -0.75
2. N 0.39
3. C -0.35
4. C 0.20
5. F -0.29
6. C -0.10
7. C -0.13
8. S -0.28



What is the E in the second record?
-762.8664 Eh



The highest E belongs to which entry?
C4H5FN2S



E of number 2 (C4H5FN2S)?
-762.8664 Eh